Entry 1:
Below is a single C5H6F2 molecule, with properties calculated with ωB97M-V with the def2-TZVPD basis set.

Results
* energy relative to the best compared isomer or geometry (same formula, charge and spin): 39.5 kcal/mol
* structure (SMILES): C=C/C=C\C(F)F
* molar mass: 104.10 Da
* lowest unoccupied orbital energy: 0.15 eV
* orbital gap: 0.326 Eh

The geometry in XYZ format:
```
13
Properties=species:S:1:pos:R:3:forces:R:3
C 2.44769 -0.46309 -0.20842 -2.2887 2.7821 -2.4160
C 1.06262 -0.49332 -0.12039 3.4988 1.7556 -0.7076
C 0.39389 0.81978 -0.19062 -6.2576 -2.9713 1.4960
C -0.98935 0.87966 0.20898 4.1284 -1.8503 -2.0895
C -1.95312 -0.31531 0.28065 -3.3399 5.1262 2.2958
F -3.14885 0.05011 -0.58331 2.2234 -0.6037 1.6079
F -1.52881 -1.41802 -0.14285 1.1788 -3.3482 -1.5583
H 3.07477 0.31622 -0.83984 -1.8511 -0.8749 1.8286
H 3.09117 -1.14768 0.16991 1.4113 -2.7287 0.8228
H 0.47704 -1.38231 0.09090 0.5571 0.3317 0.5267
H 0.82533 1.74407 -0.39317 1.2951 1.1532 -0.1341
H -1.34983 1.84743 0.38061 -1.0520 1.0179 0.1535
H -2.40257 -0.43755 1.34756 0.4964 0.2104 -1.8257
```
Positions in Å, forces in eV/Å.


Entry 2:
Below is a single C5H11N molecule, with properties calculated with ωB97M-V with the def2-TZVPD basis set.

Results
* energy relative to the best compared isomer or geometry (same formula, charge and spin): 68.5 kcal/mol
* molar mass: 85.15 Da
* lowest unoccupied orbital energy (spin up / spin down): 1.03 / 1.02 eV
* orbital gap (spin up / spin down): 0.282 / 0.282 Eh

The geometry in XYZ format:
```
17
Properties=species:S:1:pos:R:3:forces:R:3
C 1.61634 -0.44916 0.38387 -0.0794 -0.3131 0.0180
C -0.02949 1.52047 0.95075 -0.3217 0.3941 0.2552
N -0.70802 0.46158 0.46830 -0.0312 0.1805 -0.0364
C -2.03443 0.48579 0.35013 0.1196 0.0258 0.0851
C 0.12865 -0.69592 0.01300 0.1130 0.0089 -0.0073
C 0.04220 -0.83745 -1.50828 0.0080 0.0877 -0.1030
H 1.94311 0.58585 0.21604 -0.4165 -0.3686 -0.2070
H 1.85254 -0.66057 1.43069 -0.1230 -0.1898 -0.1498
H 2.23642 -1.06098 -0.26880 0.0040 -0.2899 0.1911
H 0.69547 1.33912 1.73120 0.2318 0.1776 -0.3882
H -0.42894 2.50328 0.77196 -0.4172 0.0101 0.3872
H -2.55912 1.17974 0.99883 0.1128 -0.1403 -0.3199
H -2.58389 -0.15623 -0.32731 0.3546 0.0102 -0.0343
H -0.32089 -1.59090 0.46723 0.4739 0.1992 0.1048
H -0.96374 -1.00973 -1.90576 0.1059 0.1109 0.2777
H 0.66248 -1.68632 -1.81571 -0.0778 0.1542 0.0378
H 0.45130 0.07143 -1.95614 -0.0568 -0.0575 -0.1111
```
Positions in Å, forces in eV/Å.


Entry 3:
Below is a molecular structure, C38H69F2N13O6S2, with properties calculated with ωB97M-V with the def2-TZVPD basis set.

Results
* molar mass: 906.18 Da
* total charge: +4
* lowest unoccupied orbital energy: -8.86 eV
* orbital gap: 0.308 Eh

The geometry in XYZ format:
```
130
Properties=species:S:1:pos:R:3:forces:R:3
C -7.22066 2.85419 -2.11300 -1.2301 0.4634 0.6968
C -7.20368 1.92672 -0.87383 -0.1868 0.9982 -1.1657
N -5.91127 1.24816 -0.77615 0.8726 -0.4025 0.6352
C -5.79195 -0.13865 -0.81383 3.1176 0.9848 0.4873
C -4.43981 -0.38619 -0.49455 -1.7860 0.9194 -0.0919
N -3.84401 0.82469 -0.22408 -1.7139 1.6047 -0.1760
C -4.74419 1.87880 -0.43972 -0.6528 -4.2303 0.2712
C -2.50670 0.94951 0.35050 -1.8928 1.0653 0.2065
H -8.12244 3.46506 -2.07141 -0.5859 -0.4855 0.0313
H -7.29981 2.24972 -3.01658 0.4417 0.2813 -0.0633
H -6.54406 3.70787 -2.15216 0.9396 -0.6626 0.0332
H -7.96908 1.16774 -1.03575 0.1462 -0.0264 0.2153
H -7.39544 2.41620 0.08101 -0.0183 0.1269 -0.1563
H -6.58228 -0.83809 -1.04309 -0.0640 0.3218 -0.0423
H -3.85907 -1.28862 -0.37306 -0.3173 -0.0851 -0.1175
H -4.66747 2.91497 -0.14498 0.2173 -0.0997 -0.2107
H -2.49560 1.77439 1.06292 -0.7477 -0.5841 -0.1392
H -1.84397 1.07888 -0.50516 -0.8742 1.1689 1.2524
H -2.22926 -0.02983 0.74040 -0.5980 1.0903 0.9735
C 5.64799 3.17252 3.78451 -0.6127 -0.4066 0.3706
C 4.44428 3.48925 2.80461 3.0319 1.5263 0.9833
N 3.87462 2.35627 2.20419 -1.9086 -3.1458 -1.5654
C 2.49359 2.22587 1.98271 1.8678 -3.5118 -0.7404
C 2.33430 1.02293 1.23822 5.9488 0.5419 2.8831
N 3.57745 0.45740 1.04635 2.4165 2.0559 1.2586
C 4.52166 1.30055 1.63259 -1.8627 -0.0976 -0.1665
C 3.88303 -0.85999 0.34263 4.1852 4.2192 2.2149
H 5.46094 2.25090 4.33563 -0.5378 -0.0083 0.1981
H 5.78511 3.94972 4.53634 -0.2674 0.1456 -0.2041
H 6.65444 2.96723 3.41982 -0.2381 0.4231 -0.9901
H 4.82303 4.08283 1.97256 0.0670 0.4644 0.1610
H 3.68239 4.08039 3.31271 -0.0168 -0.2715 0.0578
H 1.75672 2.96162 2.26925 1.1580 -0.7971 0.5961
H 1.47694 0.57329 0.75952 3.7861 0.1110 2.0214
H 5.59442 1.17883 1.66019 -0.0987 -0.1288 -0.0600
H 3.00454 -1.32112 -0.10872 10.8028 5.5725 5.1632
H 4.26357 -1.54565 1.09971 -0.0396 -0.0124 0.0418
H 4.67885 -0.70216 -0.38529 0.0108 0.1882 0.0222
C 2.11973 -2.49868 0.01892 -2.9678 -1.2847 -1.3026
C 1.30440 -2.00439 1.22875 0.1806 -1.5319 -0.2730
N 0.88459 -3.11240 2.03348 0.7902 -1.8613 4.9515
C 0.02526 -4.12759 1.76398 -0.9690 -1.9247 0.8669
C 0.01105 -5.07409 2.76739 1.0707 2.3845 0.8373
N 0.83798 -4.53447 3.77715 0.1542 0.9715 -2.1337
C 1.32488 -3.32082 3.32688 -0.7927 -2.5783 -0.3900
C 1.23037 -5.16236 5.04462 -0.5202 0.6493 0.8606
H 1.44355 -2.86074 -0.75554 2.5038 0.2472 2.1072
H 2.96214 -3.17778 0.15032 -0.1831 0.1434 0.5754
H 2.46864 -1.54712 -0.38221 -11.3345 -6.1557 -5.8844
H 0.30449 -1.62488 1.01839 1.3359 0.5100 -0.4207
H 1.87322 -1.35234 1.89160 -0.0208 0.1274 -0.1876
H -0.44739 -4.16057 0.79345 -0.5824 -0.5980 1.8832
H -0.56405 -5.97838 2.90122 0.2028 0.0631 -0.0911
H 2.00789 -2.74505 3.93385 0.1027 0.0943 -0.4028
H 0.59305 -4.71621 5.80808 0.3024 0.2021 0.2393
H 2.28293 -4.95446 5.23697 -0.1650 -0.1707 0.0327
H 1.00626 -6.22319 5.15647 0.1953 0.0035 -0.8960
C 0.57503 0.86097 -3.90357 0.7210 0.1074 -0.8199
C -0.39523 -0.00254 -3.18896 0.8112 -2.2692 -0.7991
N -0.81430 -1.20197 -3.99632 -1.1073 -0.8444 -1.4969
C -2.04195 -1.31006 -4.60536 -1.0996 -0.2146 -0.8976
C -2.18674 -2.52857 -5.23849 0.9197 0.3432 1.5658
N -1.05619 -3.26865 -4.91134 1.3795 3.7450 0.4985
C -0.19036 -2.37957 -4.25225 -2.1045 0.4530 -2.2194
C -0.76166 -4.67279 -5.28430 0.4216 2.6976 -2.9900
H 1.39552 0.36253 -4.41976 -0.3358 -0.4623 -0.1047
H 1.06601 1.50099 -3.17049 0.0943 -1.8262 -0.5898
H 0.09687 1.59952 -4.54700 0.4833 -2.1718 -0.5102
H -1.22335 0.57900 -2.78381 -0.3656 -1.0527 -0.8484
H 0.13122 -0.45689 -2.34960 -0.5342 1.3744 -1.4706
H -2.75812 -0.50179 -4.59125 0.1244 -0.0134 -0.0277
H -3.00978 -2.92203 -5.81658 0.1138 -0.0149 0.1215
H 0.71339 -2.71856 -3.76778 -0.1863 1.4143 -2.2370
H -0.42470 -4.49549 -6.30563 -0.0221 -1.0131 -0.2590
H -1.67385 -5.25990 -5.17803 0.1912 0.3451 -0.5875
H -0.03814 -5.10496 -4.59303 -0.2370 1.7818 -3.9965
C 0.07951 0.08405 6.77042 -0.2968 -0.0167 0.6362
C 0.87028 1.26946 6.22307 -0.1416 -0.6020 -0.2956
N 0.63130 1.32694 4.75909 -0.6682 1.8444 -1.0972
C 0.81408 0.31090 3.83257 -2.3234 0.1848 -0.7553
C 0.23810 0.69543 2.63761 0.5996 0.8738 4.0547
N -0.02300 2.10741 2.77394 -1.5348 -3.7987 2.1372
C 0.03300 2.37907 4.12208 1.5518 -1.1260 -1.8253
C -0.56674 2.92571 1.73109 -3.4282 0.2524 1.2810
H 0.35052 -0.08126 7.81315 -0.0866 0.0323 -0.0075
H 0.23122 -0.86269 6.25198 0.6056 0.1274 -0.1488
H -1.00288 0.19942 6.71376 0.0022 0.5078 0.1134
H 1.93589 1.16766 6.42857 0.0523 -0.1994 -0.3290
H 0.61666 2.25167 6.62185 -0.4054 -0.2193 0.1014
H 1.03392 -0.72055 4.06535 0.2872 0.3820 0.4567
H 0.10262 0.16950 1.70410 -0.4105 0.0811 2.2352
H -0.29538 3.35245 4.45541 0.3082 -0.1665 0.6965
H -1.19396 2.34908 1.05125 1.4682 0.5151 0.5025
H 0.19110 3.45733 1.15564 -5.0911 -2.0124 4.6865
H -1.32493 3.56860 2.17823 0.3595 0.6584 0.2179
C 1.74021 3.86000 0.26467 -0.0562 2.3623 -2.3350
C 2.08700 2.93932 -0.92390 -0.5885 -0.3564 0.0955
N 0.93594 2.84746 -1.87406 0.1963 2.4905 -1.7777
C -0.34320 2.39603 -1.65621 -0.8335 1.7568 -1.9038
C -1.06877 2.68762 -2.80581 1.5899 0.6470 0.1030
N -0.18400 3.21314 -3.75854 -0.2943 1.1244 2.7007
C 1.02408 3.31367 -3.19745 -1.2599 0.4781 2.8408
C -0.50650 3.43762 -5.15558 -0.0403 0.5508 -0.2850
H 2.36657 4.04329 1.13770 0.4110 0.1018 -1.3868
H 0.74039 3.68389 0.66147 5.6503 1.4932 -4.7767
H 1.52714 4.84562 -0.14916 0.4206 0.4019 -0.3948
H 2.21434 1.88170 -0.69298 0.6397 0.4117 0.2274
H 2.92450 3.32447 -1.50559 0.0001 -0.0929 0.0970
H -0.69952 1.83769 -0.80316 0.8982 1.2576 -0.4292
H -2.08692 2.47651 -3.09772 0.0890 0.0515 0.1534
H 1.93616 3.69726 -3.63032 -0.1328 -0.0282 -0.1182
H -0.45852 4.51924 -5.28170 -0.2501 -0.1996 -0.6683
H -1.47831 2.99230 -5.36858 -0.1146 0.4631 0.1282
H 0.18665 2.88055 -5.78590 0.2301 0.5010 -0.0478
N 1.02347 -3.83519 -2.83333 3.3478 -7.7655 -0.8631
S -0.04011 -3.51830 -1.90900 -7.3930 5.2095 5.6729
O 0.02810 -3.78227 -0.47148 -0.9737 -0.5754 -5.1391
O -1.37594 -3.38213 -2.45987 0.8090 -0.9763 2.1871
F 0.43200 -1.96667 -1.86211 2.6847 -3.3970 -2.2258
S 0.48778 -5.49492 -2.82514 4.8907 -8.1894 1.1717
O -0.73848 -5.86972 -3.50277 1.3634 -1.2588 5.4536
O 0.85003 -6.26091 -1.60434 -1.1907 2.9209 -2.5993
F 1.73727 -5.94359 -3.81555 -2.1216 0.8811 0.8786
C -0.86987 -0.78208 -0.51973 -1.8664 -1.8002 -0.6972
C 0.37598 0.03660 -0.33942 0.2269 0.1693 -3.9466
O 1.35634 -0.14620 -1.10289 -0.2570 1.3798 1.7312
O 0.40092 1.00235 0.48287 -7.5889 1.1659 -5.5607
H -1.78048 -0.23917 -0.77295 1.5418 -1.6111 -0.3018
H -0.99057 -1.45760 0.32715 -1.0351 0.4563 0.1459
H -0.83490 -1.50760 -1.33244 -1.1721 1.6708 1.6208
```
Positions in Å, forces in eV/Å.


Entry 4:
Below is a gas-phase ion, C5H11N4 (charge +1), with properties calculated with ωB97M-V with the def2-TZVPD basis set.

Results
* energy relative to the best compared isomer or geometry (same formula, charge and spin): 139.6 kcal/mol
* molar mass: 127.17 Da
* total charge: +1
* lowest unoccupied orbital energy (spin up / spin down): -5.43 / -5.64 eV
* orbital gap (spin up / spin down): 0.270 / 0.269 Eh

The geometry in XYZ format:
```
20
Properties=species:S:1:pos:R:3:forces:R:3
C -0.46056 1.63282 -0.16110 -1.3872 -1.7549 1.4192
C -1.46357 0.54225 0.03669 0.5895 0.1605 -1.2524
C 1.27949 0.32524 0.68742 -0.5786 -1.4247 0.7658
C -1.74301 -1.84326 -0.00740 -2.5196 -3.4418 -0.4129
C 2.35742 -0.52971 0.32622 1.8853 1.0013 0.3835
N -1.04405 -0.67602 -0.11297 3.6503 3.2307 0.7228
N 0.79974 1.42308 0.17886 -0.0067 1.3624 -1.3073
N -2.76041 0.92499 0.11592 0.1078 1.1046 0.2291
N 3.04623 -0.24547 -0.95000 2.0038 -1.5650 1.2514
H -0.70469 2.64665 -0.18846 -0.7188 1.3632 -0.6207
H -1.36145 -2.68428 0.74252 -0.0955 1.9095 -1.8381
H -2.75953 -1.64213 0.38524 0.0395 -0.4643 -0.2757
H -1.85272 -2.27863 -1.11920 0.2619 0.5324 2.5655
H 3.00705 -0.62790 1.26863 -0.5362 0.3177 -1.0620
H 1.84331 -1.46901 0.39360 -0.3300 -1.1259 -0.4147
H 1.35050 2.27175 -0.10949 0.2498 -1.1440 0.5621
H -3.14625 1.82349 0.38522 0.8103 -0.1180 -0.0758
H -3.43611 0.22372 0.14820 -1.0739 -1.2804 -0.0383
H 4.10866 -0.55856 -0.90075 -3.0475 1.1969 -0.2287
H 2.93997 0.74101 -1.11918 0.6958 0.1397 -0.3728
```
Positions in Å, forces in eV/Å.


| no. | E_tot (hartree) |
| --- | --- |
| 1 | -393.73883 |
| 2 | -251.75339 |
| 3 | -3646.24792 |
| 4 | -415.70072 |